(1)
This record from OMol25 describes a structure of composition C5H7CrO4. The level of theory is ωB97M-V with the def2-TZVPD basis set.

Last column: Mulliken spin population.
Cartesian coordinates (Å):
O (3.416, -0.482, 1.591)  -0.008
C (2.868, -1.012, 0.595)  0.007
O (1.775, 0.006, 0.197)  -0.042
O (2.964, -2.020, -0.023)  -0.007
Cr (2.416, 1.207, 1.679)  4.133
C (0.207, 0.784, -1.327)  0.025
C (0.854, -0.334, -0.690)  -0.104
H (0.745, 1.742, -1.361)  -0.008
H (-0.336, 0.476, -2.229)  0.001
O (-2.990, -0.126, 0.752)  -0.001
C (-1.882, -0.466, -0.059)  -0.001
C (-0.904, 0.697, -0.040)  0.019
H (-3.537, -0.904, 0.886)  0.000
H (-2.200, -0.667, -1.096)  -0.001
H (-1.401, -1.378, 0.332)  0.001
H (-0.523, 0.851, 0.981)  -0.012
H (-1.471, 1.627, -0.190)  -0.002

Summary:
Frontier orbital gap (spin up / spin down)   5.682 / 6.479 eV
⟨S²⟩   6.0779
LUMO (spin up / spin down)   -6.9 / -6.5 eV
Relative energy (zero: lowest compared OMol25 entry of this formula, charge and spin)   2.199 eV
Energy   -1539.7128 Eh
Spin multiplicity   5
Charge   +1


(2)
This record from OMol25 describes a structure of composition C32H45GeO10P2SW. The level of theory is ωB97M-V with the def2-TZVPD basis set.

Last column: Mulliken charge in e.
Cartesian coordinates (Å):
W (0.733, -0.457, -0.626)  3.372
C (1.369, -5.878, 2.337)  -1.499
C (1.747, -4.524, 1.793)  1.066
C (3.214, -4.197, 1.917)  -1.399
O (0.986, -3.521, 2.618)  -0.136
P (0.338, -2.260, 2.020)  -0.625
O (1.171, -1.773, 0.829)  -0.542
C (0.387, -0.925, 3.209)  -0.670
P (-0.177, 0.605, 2.410)  0.183
O (-0.362, 0.439, 0.918)  -1.374
O (-1.567, 1.012, 2.969)  -0.369
C (-1.835, 1.180, 4.412)  0.613
C (-2.848, 0.128, 4.795)  -1.225
C (-2.322, 2.594, 4.620)  -1.401
O (0.943, 1.578, 2.859)  -0.391
C (1.505, 2.750, 2.132)  2.792
C (3.002, 2.652, 2.276)  -1.702
C (0.905, 4.003, 2.715)  -1.390
O (-1.176, -2.439, 1.787)  0.616
C (-1.926, -3.704, 1.515)  0.879
C (-3.135, -3.304, 0.710)  -1.449
C (-2.268, -4.323, 2.851)  -1.546
H (1.892, -6.647, 1.771)  0.436
H (0.298, -6.057, 2.246)  0.338
H (1.659, -5.963, 3.385)  0.348
H (1.404, -4.398, 0.765)  0.151
H (3.536, -4.267, 2.956)  0.333
H (3.432, -3.202, 1.532)  0.283
H (3.785, -4.919, 1.332)  0.415
H (1.423, -0.783, 3.516)  0.478
H (-0.220, -1.154, 4.084)  0.520
H (-0.892, 1.028, 4.946)  0.409
H (-3.771, 0.277, 4.235)  0.342
H (-3.072, 0.202, 5.859)  0.445
H (-2.480, -0.879, 4.590)  0.161
H (-3.224, 2.769, 4.034)  0.318
H (-1.562, 3.318, 4.332)  0.295
H (-2.558, 2.745, 5.673)  0.428
H (1.220, 2.623, 1.092)  -1.540
H (3.296, 2.707, 3.325)  0.434
H (3.463, 3.487, 1.747)  0.369
H (3.373, 1.726, 1.839)  0.357
H (1.161, 4.098, 3.772)  0.334
H (-0.177, 4.016, 2.599)  0.198
H (1.301, 4.867, 2.180)  0.420
H (-1.266, -4.333, 0.923)  0.266
H (-3.778, -2.646, 1.296)  0.334
H (-3.699, -4.199, 0.450)  0.426
H (-2.840, -2.796, -0.204)  0.158
H (-2.912, -3.655, 3.424)  0.331
H (-1.375, -4.548, 3.434)  0.355
H (-2.810, -5.254, 2.685)  0.429
O (-0.592, -2.848, -3.320)  -0.639
S (-0.276, -2.594, -1.962)  1.024
O (1.157, -1.850, -1.899)  -0.632
O (-0.214, -3.699, -1.044)  -0.569
O (-1.062, -1.429, -1.358)  -0.743
C (1.983, 0.785, -0.746)  -0.338
Ge (1.731, 2.285, -2.007)  2.418
C (0.383, 1.371, -3.107)  -1.280
C (-0.958, 1.779, -3.093)  0.251
C (-1.901, 1.137, -3.881)  -0.871
C (-1.517, 0.094, -4.710)  -0.452
C (-0.193, -0.318, -4.748)  -0.914
C (0.746, 0.303, -3.943)  0.336
C (0.819, 3.834, -1.211)  0.453
C (1.266, 5.116, -1.528)  -0.942
C (0.565, 6.242, -1.110)  -0.768
C (-0.603, 6.103, -0.378)  -0.781
C (-1.071, 4.832, -0.066)  -1.021
C (-0.363, 3.713, -0.476)  0.129
C (3.355, 2.849, -2.906)  0.029
C (3.580, 2.591, -4.254)  -0.506
C (4.761, 2.998, -4.861)  -0.687
C (5.728, 3.663, -4.122)  -0.513
C (5.515, 3.923, -2.774)  -0.720
C (4.336, 3.515, -2.171)  -0.290
H (-1.266, 2.619, -2.487)  0.451
H (-2.934, 1.459, -3.853)  0.441
H (-2.251, -0.408, -5.327)  0.414
H (0.098, -1.144, -5.381)  0.369
H (1.772, -0.049, -3.955)  0.475
H (2.166, 5.246, -2.116)  0.396
H (0.928, 7.228, -1.369)  0.433
H (-1.154, 6.979, -0.062)  0.416
H (-1.994, 4.714, 0.488)  0.497
H (-0.760, 2.731, -0.236)  0.709
H (2.826, 2.085, -4.847)  0.374
H (4.924, 2.797, -5.911)  0.418
H (6.648, 3.980, -4.595)  0.397
H (6.268, 4.441, -2.195)  0.415
H (4.181, 3.723, -1.116)  0.449

Summary:
Frontier orbital gap   7.691 eV
LUMO   -3.6 eV
Relative energy (zero: lowest compared OMol25 entry of this formula, charge and spin)   0.099 eV
Energy   -5223.6707 Eh
Spin multiplicity   1
Charge   +1


(3)
This record from OMol25 describes a structure of composition C20H30F3N2O4P2S6Tb. The level of theory is ωB97M-V with the def2-TZVPD basis set.

Last column: Mulliken spin population.
Cartesian coordinates (Å):
Tb (0.208, -0.808, -0.494)  5.963
C (2.427, -1.674, 2.256)  -0.001
C (2.257, -3.079, 1.696)  0.000
N (1.542, -3.035, 0.421)  0.012
C (0.771, -4.237, 0.134)  0.004
C (-0.485, -4.341, 1.017)  0.001
S (-1.281, -2.751, 1.414)  -0.007
C (-0.600, -2.366, 3.060)  -0.003
C (0.203, -1.069, 3.156)  0.001
N (1.198, -0.886, 2.104)  0.018
H (3.208, -1.165, 1.698)  0.001
H (2.735, -1.729, 3.307)  0.000
H (1.694, -3.698, 2.395)  0.000
H (3.238, -3.547, 1.586)  0.000
H (2.203, -2.885, -0.342)  -0.004
H (1.358, -5.153, 0.280)  0.000
H (0.485, -4.201, -0.915)  -0.002
H (-0.281, -4.831, 1.969)  0.000
H (-1.244, -4.932, 0.507)  0.000
H (-0.016, -3.228, 3.373)  0.000
H (-1.452, -2.291, 3.734)  0.000
H (0.667, -1.051, 4.151)  0.000
H (-0.480, -0.224, 3.096)  0.001
H (1.459, 0.097, 2.109)  -0.003
C (-0.045, 4.049, 1.796)  0.000
P (0.738, 2.503, 1.103)  0.003
C (2.339, 3.329, 0.737)  0.000
C (-0.244, 2.527, -0.455)  -0.002
C (0.188, 3.174, -1.605)  -0.002
C (-0.716, 3.463, -2.620)  0.000
C (-2.056, 3.147, -2.461)  -0.001
C (-2.488, 2.453, -1.336)  -0.002
C (-1.592, 2.093, -0.335)  0.004
P (-2.008, 0.872, 0.995)  -0.002
C (-3.770, 0.483, 0.663)  -0.002
C (-2.319, 1.835, 2.538)  -0.002
H (0.242, 4.899, 1.176)  0.000
H (0.307, 4.221, 2.817)  0.000
H (-1.128, 3.985, 1.807)  0.000
H (2.186, 4.232, 0.143)  0.000
H (3.043, 2.666, 0.240)  0.000
H (2.751, 3.621, 1.705)  0.000
H (1.230, 3.447, -1.715)  0.000
H (-0.373, 3.949, -3.526)  0.000
H (-2.769, 3.395, -3.238)  0.000
H (-3.529, 2.161, -1.272)  0.000
H (-3.919, 0.060, -0.326)  0.000
H (-4.385, 1.376, 0.781)  0.000
H (-4.086, -0.256, 1.401)  0.000
H (-2.858, 2.757, 2.325)  0.000
H (-1.404, 2.062, 3.080)  0.000
H (-2.948, 1.207, 3.173)  0.000
O (3.813, 1.675, -5.646)  0.000
C (3.446, 1.040, -4.690)  0.001
S (3.569, 1.616, -3.016)  -0.001
C (2.855, 0.207, -2.257)  -0.001
C (2.457, -0.794, -3.062)  0.004
S (1.666, -2.247, -2.521)  -0.018
S (2.692, -0.559, -4.782)  0.000
S (2.711, 0.168, -0.517)  -0.008
F (-1.187, -3.113, -2.274)  0.001
C (-1.658, -2.283, -3.229)  -0.004
F (-2.936, -2.615, -3.421)  0.000
F (-0.999, -2.429, -4.349)  0.000
S (-1.667, -0.542, -2.555)  0.029
O (-0.325, 0.048, -2.590)  0.007
O (-2.716, 0.107, -3.261)  -0.003
O (-1.918, -0.907, -1.136)  0.017

Summary:
Frontier orbital gap (spin up / spin down)   6.704 / 6.706 eV
⟨S²⟩   12.6914
LUMO (spin up / spin down)   0.0 / 0.0 eV
Relative energy (zero: lowest compared OMol25 entry of this formula, charge and spin)   0.975 eV
Energy   -5386.6200 Eh
Spin multiplicity   7
Charge   0